No. 1
ORCA calculation (ωB97M-V/def2-TZVPD) on a cluster of 2 separate species, C4H9N in total in a non-equilibrium geometry.

Computed properties:
Energy above the lowest of the compared OMol25 structures with the same formula, charge and spin (kcal per mole): 46.7
SMILES string: [H]/N=C(/C)C=C.[H][H]
HOMO energy (Eh): -0.353
Kohn-Sham gap (eV): 10.057
Spin multiplicity: 1

Last column: Löwdin charge in e.
CARTESIAN COORDINATES (ANGSTROEM)
C1 -1.593 -0.897 -0.358  -0.074
C2 -0.625 0.218 -0.068  -0.488
N1 -1.108 1.342 0.344  0.123
H1 -0.528 2.182 0.457  0.047
H2 0.518 -0.878 1.897  0.069
H3 -2.132 -1.157 0.574  0.084
H4 -2.325 -0.576 -1.125  0.088
H5 -1.076 -1.806 -0.727  0.072
C3 0.804 0.049 -0.489  -0.198
C4 1.742 1.007 -0.398  0.015
H6 1.556 1.971 0.057  0.052
H7 1.078 -0.875 -0.990  0.091
H8 0.917 -1.358 1.489  0.063
H9 2.769 0.778 -0.663  0.057

Forces on atoms 1 to 6 (eV/Å):
-0.145 -0.655 0.268
0.114 2.543 -0.515
-0.456 -1.169 -0.008
0.385 -0.955 -0.214
0.110 -0.300 0.104
0.148 0.127 -0.600

---

No. 2
ORCA calculation (ωB97M-V/def2-TZVPD) on an isolated molecule of C4H9N in a non-equilibrium geometry.

Computed properties:
Energy above the lowest of the compared OMol25 structures with the same formula, charge and spin (kcal per mole): 30.2
SMILES string: C/C=C/CN
HOMO energy (Eh): -0.333
Kohn-Sham gap (eV): 10.269
Spin multiplicity: 1

Last column: Löwdin charge in e.
CARTESIAN COORDINATES (ANGSTROEM)
C1 -2.386 -0.177 0.058  -0.130
C2 -0.996 0.344 0.166  -0.223
C3 0.095 -0.186 -0.296  -0.137
C4 1.471 0.477 -0.305  -0.300
H1 -2.566 -1.279 -0.306  0.103
H2 -2.874 -0.232 1.032  0.055
H3 -2.965 0.524 -0.656  0.098
H4 -0.956 1.252 0.759  0.103
H5 -0.047 -1.118 -0.817  0.099
H6 1.736 0.778 -1.363  0.119
H7 1.437 1.414 0.236  0.095
H8 2.709 -1.218 -0.127  0.036
H9 2.713 -0.309 1.398  0.153
N1 2.630 -0.270 0.222  -0.069

Forces on atoms 1 to 6 (eV/Å):
-1.599 -1.333 -1.515
-1.291 0.571 1.229
1.701 -0.243 -0.806
0.299 -0.385 -0.518
0.931 2.037 0.165
-0.108 0.597 0.031

---

No. 3
ORCA calculation (ωB97M-V/def2-TZVPD) on a cluster of 2 separate species, C4H9N in total in a non-equilibrium geometry.

Computed properties:
Energy above the lowest of the compared OMol25 structures with the same formula, charge and spin (kcal per mole): 100.3
HOMO energy (alpha / beta) (Eh): -0.258 / -0.258
Kohn-Sham gap (alpha / beta) (eV): 7.152 / 7.147
Spin multiplicity: 1

Last column: Löwdin charge in e.
CARTESIAN COORDINATES (ANGSTROEM)
C1 -0.648 -1.888 -0.031  0.103
C2 1.706 1.186 0.013  -0.130
N1 -1.750 -0.115 -0.291  0.024
C3 -0.816 0.794 -0.104  -0.310
C4 0.448 0.441 0.337  -0.220
H1 -2.705 0.261 -0.294  0.070
H2 -1.028 1.832 -0.387  0.117
H3 0.462 -0.198 1.209  0.079
H4 0.156 -2.160 0.643  0.020
H5 -1.583 -2.363 0.224  0.015
H6 -0.391 -1.913 -1.080  0.039
H7 2.482 0.497 -0.338  0.066
H8 2.120 1.709 0.883  0.063
H9 1.545 1.916 -0.784  0.066

Forces on atoms 1 to 6 (eV/Å):
-1.312 0.564 -0.106
0.044 0.157 0.147
0.680 -0.767 -0.329
1.332 0.054 0.014
-0.587 0.472 -0.065
0.018 -0.524 0.500

---

No. 4
ORCA calculation (ωB97M-V/def2-TZVPD) on an isolated molecule of C4H9N in a non-equilibrium geometry.

Computed properties:
Energy above the lowest of the compared OMol25 structures with the same formula, charge and spin (kcal per mole): 29.0
SMILES string: C=CNCC
HOMO energy (Eh): -0.300
Kohn-Sham gap (eV): 9.321
Spin multiplicity: 1

Last column: Löwdin charge in e.
CARTESIAN COORDINATES (ANGSTROEM)
C1 -0.312 2.210 0.447  -0.025
C2 -0.849 0.964 0.437  -0.254
N1 -0.015 -0.131 0.709  -0.057
C3 -0.167 -1.268 -0.238  -0.267
C4 1.115 -1.488 -1.065  -0.087
H1 -0.937 3.093 0.524  0.033
H2 0.611 2.292 -0.134  0.048
H3 -1.908 0.733 0.465  0.103
H4 0.946 0.160 0.814  0.097
H5 -0.471 -2.190 0.284  0.101
H6 -1.028 -1.046 -0.878  0.102
H7 1.106 -2.491 -1.462  0.064
H8 1.127 -0.663 -1.780  0.075
H9 1.989 -1.359 -0.421  0.068

Forces on atoms 1 to 6 (eV/Å):
-0.986 -0.602 -1.581
1.133 0.790 1.636
-0.782 -0.532 -1.560
-0.041 -0.317 0.539
-0.899 0.929 0.945
0.016 -0.105 -0.219